[1]
13
Properties=species:S:1:pos:R:3:nbo_charge:R:1 method="wB97M-V/def2-TZVPD" e_above_lowest_kcal_mol=60.1 total_energy_ha=-286.5359 orbital_gap_ev=10.47 molar_mass_g_mol=85.11 e_homo_ev=-9.425
H -1.371 1.428 0.447 0.185
C -0.667 -0.328 -0.703 -0.129
C -0.747 0.540 0.560 0.104
C 0.779 -0.044 -0.839 -0.087
H 1.408 0.531 1.213 0.214
H 1.377 0.044 -1.740 0.210
C 0.776 0.862 0.385 -0.434
H 0.377 -2.022 -1.130 0.362
H -0.656 -0.945 1.729 0.479
H -1.422 -0.518 -1.459 0.211
O -1.141 -0.104 1.732 -0.704
N 0.327 -1.360 -0.357 -0.624
H 0.959 1.916 0.162 0.214

[2]
13
Properties=species:S:1:pos:R:3:nbo_charge:R:1 method="wB97M-V/def2-TZVPD" e_above_lowest_kcal_mol=140.4 total_energy_ha=-286.4080 orbital_gap_ev="7.78 / 7.77" molar_mass_g_mol=85.11 e_homo_ev="-7.579 / -7.587"
H 1.460 2.441 1.015 0.345
H 1.106 1.100 1.865 0.335
C -0.437 -0.740 0.450 0.052
H 0.243 0.861 -2.422 0.226
C 0.008 0.130 -0.415 0.201
H -0.766 -1.393 2.386 0.213
H -1.293 0.037 -2.113 0.234
H -1.333 -2.523 1.013 0.218
O 1.122 0.869 -0.046 -0.402
N 0.773 1.695 1.106 -0.494
C -0.865 -1.598 1.326 -0.491
C -0.221 0.026 -1.888 -0.654
H 0.203 -0.906 -2.279 0.217

[3]
13
Properties=species:S:1:pos:R:3:nbo_charge:R:1 method="wB97M-V/def2-TZVPD" e_above_lowest_kcal_mol=143.7 total_energy_ha=-286.4027 orbital_gap_ev=9.46 molar_mass_g_mol=85.11 e_homo_ev=-8.594
C -0.371 0.906 0.079 -0.191
H -2.051 0.606 1.160 0.356
O 2.221 -0.050 0.811 -0.850
C 0.791 0.207 -0.466 -0.028
H -0.562 1.974 0.030 0.214
H 0.188 -1.511 -1.689 0.224
H 2.079 0.416 -0.210 0.445
H 0.166 -1.865 0.079 0.239
H 2.007 0.648 1.450 0.470
C 0.041 -1.096 -0.688 -0.483
H -2.081 -0.154 -1.087 0.218
C -1.202 -0.245 -0.459 -0.037
N -1.216 0.055 0.959 -0.577

[4]
13
Properties=species:S:1:pos:R:3:nbo_charge:R:1 method="wB97M-V/def2-TZVPD" e_above_lowest_kcal_mol=56.4 total_energy_ha=-286.5418 orbital_gap_ev=10.63 molar_mass_g_mol=85.11 e_homo_ev=-9.557
H -1.802 -1.433 0.858 0.116
N 0.307 -0.467 0.017 -0.414
H 1.963 0.959 0.175 0.189
C 0.834 -0.216 -1.309 -0.251
H 0.535 0.703 -1.817 0.189
C -1.954 -0.333 0.842 0.444
H 2.416 -0.822 0.159 0.203
H -0.897 1.324 -0.038 0.204
C -0.672 0.441 0.581 -0.343
C 1.688 -0.058 -0.105 -0.251
O -3.030 0.175 1.040 -0.516
H 0.931 -1.085 -1.956 0.204
H -0.318 0.811 1.554 0.225

[5]
13
Properties=species:S:1:pos:R:3:nbo_charge:R:1 method="wB97M-V/def2-TZVPD" e_above_lowest_kcal_mol=131.9 total_energy_ha=-286.4214 orbital_gap_ev="7.15 / 8.57" molar_mass_g_mol=85.11 e_homo_ev="-7.262 / -7.923"
O 1.419 -0.358 0.015 -0.439
C 0.175 -0.194 0.097 0.385
C -0.457 1.214 0.370 -0.685
H -1.292 -1.639 0.899 0.215
C 2.501 -0.085 -0.601 0.467
H -0.194 -2.280 -0.296 0.227
H -0.792 1.764 -0.613 0.229
H 0.229 1.776 0.961 0.225
C -0.726 -1.408 -0.092 -0.679
H -1.479 -1.353 -0.827 0.221
N 3.684 -0.176 -0.328 -0.733
H -1.350 0.882 1.003 0.226
H 3.977 -0.521 0.662 0.342

[6]
13
Properties=species:S:1:pos:R:3:nbo_charge:R:1 method="wB97M-V/def2-TZVPD" e_above_lowest_kcal_mol=125.5 total_energy_ha=-286.4316 orbital_gap_ev=9.22 molar_mass_g_mol=85.11 e_homo_ev=-8.111
O -1.543 0.228 -0.010 -0.536
C 0.769 0.624 0.064 -0.143
H -1.113 -1.471 -1.033 0.188
C 0.635 -0.683 0.725 -0.186
H -0.646 1.768 -1.082 0.177
H -0.809 1.998 0.685 0.184
H 1.538 -0.961 1.346 0.223
H -1.436 -1.719 0.708 0.160
C -0.989 -1.045 0.011 0.056
H 1.669 1.230 0.062 0.221
C -0.583 1.272 -0.107 -0.063
N 0.863 -0.567 -0.740 -0.646
H 1.720 -0.878 -1.127 0.364

[7]
13
Properties=species:S:1:pos:R:3:nbo_charge:R:1 method="wB97M-V/def2-TZVPD" e_above_lowest_kcal_mol=75.3 total_energy_ha=-286.5117 orbital_gap_ev=9.40 molar_mass_g_mol=85.11 e_homo_ev=-8.624
H -1.018 -1.840 -1.247 0.210
H 1.353 -0.615 1.026 0.145
H -1.079 1.705 1.589 0.481
C 1.617 -0.503 -0.038 -0.079
O -0.603 2.167 0.886 -0.675
H -0.438 -1.829 0.427 0.172
H 0.626 1.481 -0.557 0.193
N 0.887 -0.925 -0.988 -0.399
H -2.106 0.219 -0.071 0.211
H 2.521 0.066 -0.254 0.179
C -0.451 -1.247 -0.521 -0.269
C -0.272 1.204 -0.015 0.157
C -1.038 0.115 -0.237 -0.327

[8]
13
Properties=species:S:1:pos:R:3:nbo_charge:R:1 method="wB97M-V/def2-TZVPD" e_above_lowest_kcal_mol=35.2 total_energy_ha=-286.5756 orbital_gap_ev=10.92 molar_mass_g_mol=85.11 e_homo_ev=-9.850
H -2.461 -0.186 -0.419 0.220
H -0.240 1.855 -0.073 0.199
H -1.639 -1.651 0.136 0.235
O 1.723 0.974 -0.042 -0.511
C 1.958 -0.391 -0.247 0.363
H -0.306 0.114 -1.443 0.192
C -0.229 -0.167 -0.382 -0.097
H 3.038 -0.599 -0.274 0.196
C -1.607 -0.568 0.166 -0.628
C 0.341 1.023 0.325 -0.094
N 0.957 -1.166 -0.373 -0.456
H 0.234 0.998 1.423 0.174
H -1.768 -0.236 1.203 0.207

[9]
13
Properties=species:S:1:pos:R:3:nbo_charge:R:1 method="wB97M-V/def2-TZVPD" e_above_lowest_kcal_mol=35.7 total_energy_ha=-286.5748 orbital_gap_ev=11.62 molar_mass_g_mol=85.11 e_homo_ev=-10.735
C -0.372 -0.149 -0.264 0.013
H -1.947 -0.509 1.165 0.228
H -2.378 -0.902 -0.517 0.223
N -1.029 2.361 -0.781 -0.312
H 0.008 -0.598 -1.196 0.203
C -0.758 1.257 -0.570 0.246
H -1.291 -1.975 0.403 0.225
C -1.578 -0.935 0.229 -0.605
C 1.880 0.332 0.315 -0.259
O 0.615 -0.160 0.732 -0.522
H 2.277 0.970 1.109 0.199
H 2.569 -0.504 0.139 0.181
H 1.803 0.936 -0.599 0.181

[10]
13
Properties=species:S:1:pos:R:3:nbo_charge:R:1 method="wB97M-V/def2-TZVPD" e_above_lowest_kcal_mol=111.4 total_energy_ha=-286.4542 orbital_gap_ev="9.03 / 8.92" molar_mass_g_mol=85.11 e_homo_ev="-9.381 / -9.076"
C -1.080 -0.738 0.429 0.449
H 2.250 -0.047 -0.410 0.234
C 0.101 0.026 -0.253 -0.116
C -0.201 1.303 0.412 -0.271
H -0.771 1.228 1.357 0.187
H -0.122 2.292 0.004 0.229
O -2.190 -0.841 -0.019 -0.510
N -0.290 0.588 -1.464 -0.489
H -1.292 0.536 -1.598 0.350
H 1.414 -1.593 -0.723 0.220
H -0.790 -1.110 1.429 0.115
C 1.418 -0.687 -0.110 -0.610
H 1.552 -0.956 0.945 0.213